# 1
ORCA calculation (ωB97M-V with the def2-TZVPD basis set) on one molecule with the formula C5H6O2S.

As for the spin multiplicity: 1. The frontier orbital gap comes out at 8.88 eV. The relative energy (zero: lowest compared OMol25 entry of this formula, charge and spin) is 57.3 kcal per mole.

XYZ file:
```
14
Properties=species:S:1:pos:R:3:nbo_charge:R:1
C -0.5666 0.2733 2.0122 0.661
C 1.2003 -0.1585 1.7819 -0.462
C -1.1588 0.1806 0.6866 -0.539
C 1.2263 -0.4112 0.3005 -0.466
C -0.0495 0.2895 -0.3359 -0.374
O -1.0054 0.4848 3.0848 -0.488
O 3.4705 -1.1375 2.3272 -0.913
S 2.2697 -0.5079 2.9400 1.183
H -1.5530 -0.8391 0.7022 0.250
H -1.9617 1.0016 0.5394 0.256
H 2.0366 -0.0465 -0.1629 0.231
H 1.4133 -1.5480 0.0783 0.235
H -0.3870 -0.0222 -1.2370 0.221
H 0.2762 1.3140 -0.2566 0.203
```

# 2
ORCA calculation (ωB97M-V with the def2-TZVPD basis set) on one molecule with the formula C5H6O2S.

As for the spin multiplicity: 1. Its SMILES is S=C[C@@]12COC[C@@H]1O2. The frontier orbital gap comes out at 8.50 eV. The relative energy (zero: lowest compared OMol25 entry of this formula, charge and spin) is 50.8 kcal per mole.

XYZ file:
```
14
Properties=species:S:1:pos:R:3:nbo_charge:R:1
S 2.7001 -0.2802 0.2273 0.091
C 1.4227 0.6234 -0.1457 -0.267
C -0.0659 0.2385 -0.1503 0.095
C -0.5204 -1.1642 -0.3867 -0.078
O -1.8982 -1.0943 -0.2408 -0.508
C -2.2667 -0.0442 0.6612 -0.095
C -1.1430 0.9276 0.5328 0.040
O -0.8964 1.2117 -0.8202 -0.471
H 1.5508 1.6394 -0.5048 0.208
H -0.3142 -1.5520 -1.3657 0.209
H -0.0364 -1.7813 0.4145 0.180
H -3.2425 0.3548 0.3779 0.208
H -2.3424 -0.4227 1.6790 0.177
H -1.0207 1.8196 1.1833 0.210
```